(1)
The following is a DFT calculation (the ωB97M-V functional and the def2-TZVPD basis) of one molecule with the formula C3H4N2O.

Values from the calculation:
HOMO level: -8.92 eV
relative energy (zero: lowest compared OMol25 entry of this formula, charge and spin): 78.6 kcal/mol
F_max: 0.6 eV/Å

```
10
Properties=species:S:1:pos:R:3:forces:R:3
N -1.028 -0.260 -1.237 0.1 0.1 0.0
C -0.004 0.405 -0.785 -0.2 -0.2 -0.3
C 1.169 -0.303 -0.317 -0.1 0.1 0.1
N 1.152 -0.315 0.970 -0.1 0.1 -0.3
C 0.136 0.528 1.501 -0.3 0.0 0.3
O -0.883 0.163 2.036 0.6 0.0 0.0
H -1.942 0.177 -1.184 0.2 0.0 -0.5
H -1.028 -1.237 -1.519 0.0 0.0 0.4
H 1.988 -0.747 -0.890 -0.2 0.1 0.1
H 0.439 1.589 1.426 0.0 -0.1 0.2
```
Forces are in eV/Å.


(2)
The following is a DFT calculation (the ωB97M-V functional and the def2-TZVPD basis) of a 8-piece molecular cluster, C16H36N4O20 overall at a distorted geometry.

Values from the calculation:
HOMO level: -10.62 eV
relative energy (zero: lowest compared OMol25 entry of this formula, charge and spin): 12.7 kcal/mol
SMILES string: C[N+](=O)[O-].C[N+](=O)[O-].C[N+](=O)[O-].C[N+](=O)[O-].COC(=O)OC.COC(=O)OC.COC(=O)OC.COC(=O)OC
F_max: 4.4 eV/Å

```
76
Properties=species:S:1:pos:R:3:forces:R:3
C -0.249 3.440 -0.092 0.9 0.5 -0.6
N 0.316 3.252 -1.524 -0.6 0.4 0.9
O 1.247 2.451 -1.688 -1.7 1.4 -0.1
O -0.200 3.980 -2.366 1.0 -1.1 0.5
H -0.949 2.695 0.226 -0.8 -0.2 -0.8
H -0.640 4.465 -0.016 0.2 -0.6 -0.1
H 0.552 3.222 0.579 0.9 0.4 0.3
C -0.266 2.904 4.502 -0.7 -0.3 -0.4
N 0.538 3.364 5.671 -2.6 0.3 -0.5
O -0.135 3.778 6.614 1.3 -0.3 -0.2
O 1.722 3.399 5.509 1.0 0.1 0.7
H -1.278 2.562 4.758 0.6 0.1 0.4
H 0.284 2.162 3.946 0.2 -0.2 0.0
H -0.398 3.770 3.865 0.1 0.3 0.0
C -0.950 0.118 0.265 -0.7 -0.2 -0.4
N 0.216 -0.043 1.112 2.3 -2.4 2.9
O 0.716 -1.206 1.195 -1.3 2.8 -0.7
O 0.622 0.872 1.843 -0.8 -0.8 -1.7
H -1.381 -0.851 0.021 0.6 0.0 -0.5
H -0.722 0.781 -0.558 0.2 -0.3 -0.4
H -1.717 0.585 0.830 -0.5 0.8 0.9
C -0.588 -2.838 -2.238 -1.0 0.8 -1.1
N -1.912 -3.236 -1.702 -0.7 0.8 0.0
O -2.671 -2.313 -1.378 0.5 -0.9 0.0
O -2.200 -4.410 -1.712 0.1 0.4 0.2
H -0.624 -3.183 -3.271 0.1 0.4 -0.1
H 0.181 -3.378 -1.799 1.2 -1.0 1.2
H -0.443 -1.758 -2.134 -0.2 -0.4 -0.1
C -4.814 -0.101 -1.904 -0.6 -0.8 -0.2
O -3.574 0.551 -1.974 0.7 1.1 -0.1
C -3.120 0.857 -3.174 0.8 0.3 -1.4
O -3.678 0.728 -4.231 -0.5 -0.3 0.3
O -1.876 1.349 -3.060 -0.6 -0.1 1.4
C -1.070 1.522 -4.206 0.9 0.3 0.3
H -4.905 -0.839 -2.701 0.0 0.0 0.1
H -5.708 0.525 -1.924 0.4 0.5 -0.1
H -4.709 -0.564 -0.950 -0.6 -0.7 0.6
H -1.602 1.616 -5.119 -0.9 0.2 -0.6
H -0.434 0.656 -4.297 0.4 -0.3 0.0
H -0.467 2.415 -4.013 -0.1 -0.3 -0.2
C 2.440 -0.029 -1.440 0.4 0.9 0.4
O 3.617 -0.849 -1.410 -0.6 0.6 -0.3
C 3.479 -2.027 -2.001 2.5 -0.9 1.5
O 2.502 -2.529 -2.438 -1.5 -0.1 -0.9
O 4.631 -2.734 -1.904 -0.3 0.0 -0.6
C 5.813 -2.144 -1.346 0.2 -0.6 -1.0
H 2.593 0.747 -0.682 -0.1 -0.5 0.1
H 1.547 -0.615 -1.244 0.0 0.0 -0.1
H 2.369 0.542 -2.362 0.0 -0.5 -0.3
H 6.571 -2.931 -1.286 -0.5 0.1 0.2
H 5.571 -1.716 -0.422 0.0 0.3 1.6
H 6.216 -1.361 -1.964 0.0 0.3 -0.6
C -4.244 3.346 -0.633 0.7 -1.2 -0.6
O -3.292 2.952 0.362 0.3 -0.1 1.2
C -3.667 2.673 1.635 -0.4 -1.0 -0.2
O -2.912 2.227 2.471 -0.1 0.6 -0.7
O -4.980 2.815 1.800 -0.4 -0.3 -1.0
C -5.622 2.414 3.019 0.8 2.2 0.8
H -3.873 2.936 -1.568 0.6 0.4 -0.1
H -4.303 4.414 -0.680 -0.5 0.5 0.1
H -5.142 2.777 -0.531 -1.0 0.4 0.6
H -5.145 3.104 3.733 -0.6 -0.4 0.4
H -5.413 1.421 3.382 0.0 -0.5 -0.5
H -6.685 2.691 2.912 0.6 -0.5 0.0
C 3.684 -2.091 2.052 1.8 -1.6 0.4
O 4.738 -3.046 1.700 0.2 0.2 0.1
C 4.496 -4.361 1.799 0.5 1.1 -0.1
O 3.481 -4.853 2.189 -0.5 -0.6 0.1
O 5.614 -4.973 1.401 -0.1 -0.5 0.0
C 5.538 -6.393 1.074 1.1 1.4 0.2
H 3.197 -2.446 2.931 -1.0 -0.5 0.2
H 3.113 -1.982 1.167 -0.9 0.5 -0.3
H 4.229 -1.239 2.395 0.2 0.9 -0.4
H 5.705 -6.390 0.002 -0.4 -0.6 -0.2
H 4.615 -6.801 1.431 -0.5 -0.3 -0.1
H 6.408 -6.845 1.552 -0.2 -0.1 0.1
```
Forces are in eV/Å.


These records have LUMO values of 0.475; -0.581 eV, in the order they appear.
These records have calculated total energy values of -301.36197; -2354.66208 Eh, in the order they appear.
These records have orbital gap values of 9.3971; 10.0389 eV, in the order they appear.